Formula: C10H14ClOP
Source: the Open Molecules 2025 dataset
Level of theory: ωB97M-V with the def2-TZVPD basis set

Geometry (Å):
C -2.81 4.74 -2.91
C -3.65 3.79 -2.35
C -1.47 4.58 -2.62
C -3.28 2.72 -1.54
C -1.05 3.57 -1.77
C -1.93 2.63 -1.18
C 1.05 -2.55 -0.35
C 2.79 -4.08 0.37
C 3.38 -1.55 0.10
C 2.34 -2.69 0.03
O -2.48 1.10 0.76
P -1.38 1.05 -0.37
Cl 0.15 1.76 0.78
H -3.08 5.46 -3.53
H -4.75 3.72 -2.65
H -0.68 5.23 -2.87
H -3.98 2.09 -1.10
H 0.06 3.56 -1.52
H 0.76 -1.54 -0.79
H -2.74 0.33 1.28
H 0.32 -3.46 -0.28
H 3.44 -4.56 -0.30
H 1.96 -4.86 0.56
H 3.14 -3.85 1.38
H 3.04 -0.66 -0.35
H 3.68 -1.43 1.09
H 4.19 -2.03 -0.42

Values from the calculation:
* HOMO energy: -8.94 eV
* SMILES string: OP(Cl)c1ccccc1.C=C(C)C
* relative energy (zero: lowest compared OMol25 entry of this formula, charge and spin): 1.453 eV

What are the natural (NBO) partial charges on each atom? They are as follows, in elementary charge units: -0.21 -0.19 -0.20 -0.22 -0.20 -0.35 -0.44 -0.66 -0.63 0.04 -1.01 1.14 -0.34 0.21 0.21 0.21 0.22 0.22 0.20 0.52 0.20 0.22 0.21 0.21 0.22 0.21 0.21